# 1
Entry from the Open Molecules 2025 dataset: one molecule with the formula C10H9NO5S (wB97M-V/def2-TZVPD).

Calculated values
**Molar mass**: 255.25 g mol⁻¹
**Structure (SMILES)**: COC(=O)c1sccc1NC(=O)/C=C/C(=O)O
**Kohn-Sham gap**: 8.207 eV

```
26
Properties=species:S:1:pos:R:3:forces:R:3
C 0.1878 3.3225 -0.2255 0.1 0.4 0.0
O 0.5136 1.9403 -0.1516 0.1 -0.4 0.0
C 1.8452 1.6610 -0.0789 0.0 0.3 0.0
O 2.6867 2.5246 -0.0742 -0.1 0.0 0.0
C 2.1233 0.2399 -0.0059 0.2 -0.5 0.0
S 3.7847 -0.2385 0.1220 -0.5 -0.3 0.0
C 3.3335 -1.8892 0.1646 0.1 0.6 0.0
C 1.9904 -2.0819 0.0858 0.0 -0.3 0.0
C 1.2795 -0.8630 -0.0140 0.5 0.4 0.0
N -0.0913 -0.7405 -0.1110 -0.3 0.3 0.0
C -1.0179 -1.7465 -0.1194 0.3 0.3 0.0
O -0.7533 -2.9263 -0.0494 -0.1 -0.1 0.0
C -2.4187 -1.2600 -0.2244 -0.5 0.2 0.1
C -2.8766 -0.0896 0.2188 0.3 -0.2 -0.1
C -4.3075 0.2609 0.0977 -0.5 -0.3 -0.3
O -5.1644 -0.4357 -0.3784 0.1 0.0 0.0
O -4.5510 1.4868 0.5843 0.2 0.5 0.3
H -0.8970 3.3768 -0.2727 0.0 0.0 0.0
H 0.6344 3.7687 -1.1157 -0.1 0.0 0.1
H 0.5621 3.8462 0.6558 -0.1 0.0 -0.1
H 4.0930 -2.6412 0.2467 0.1 -0.2 0.0
H 1.5047 -3.0394 0.0958 0.0 -0.1 0.0
H -0.4152 0.2145 -0.2003 0.0 -0.2 0.0
H -3.1172 -1.9749 -0.6407 0.0 0.0 0.0
H -2.2645 0.6607 0.6980 0.2 0.0 0.0
H -5.4934 1.7022 0.5025 0.1 -0.3 -0.1
```
Forces are in eV/Å.

Mulliken atomic charge list, values in e, 2 entries:
1. C -0.760
2. O -0.407

***

# 2
Entry from the Open Molecules 2025 dataset: C31H27Cl2N2O5W as an isolated structure (wB97M-V/def2-TZVPD).

Calculated values
**Total charge**: +1
**⟨S²⟩**: 2.0231
**Molar mass**: 762.31 g mol⁻¹
**2S+1**: 3
**Kohn-Sham gap (alpha / beta)**: 6.620 / 6.575 eV

```
68
Properties=species:S:1:pos:R:3:forces:R:3
W 0.5351 -0.0384 -0.0116 -0.5 -0.1 0.5
C -3.1161 -0.9354 3.2147 0.0 0.0 0.0
C -1.6479 -0.9459 2.9136 0.1 0.1 0.0
C -0.8088 -0.0020 3.5412 0.0 -0.1 0.0
C 0.5327 0.0817 3.2578 -0.1 0.0 -0.1
C 1.4070 1.1447 3.8495 0.0 0.0 0.0
C 1.0846 -0.8600 2.3533 0.1 0.0 -0.1
C 0.2979 -1.8790 1.7924 -0.1 -0.1 0.1
C 0.9127 -3.1214 1.1978 0.0 0.0 0.0
C -1.0937 -1.8541 2.0389 0.1 0.0 0.0
H -3.2994 -1.2968 4.2283 0.0 0.0 0.0
H -3.6728 -1.5659 2.5242 0.0 0.0 0.0
H -3.5108 0.0793 3.1525 0.0 0.0 0.0
H -1.2477 0.6980 4.2433 0.0 0.0 0.0
H 0.8848 1.6901 4.6339 0.0 0.0 0.0
H 1.7047 1.8582 3.0768 0.0 0.0 0.0
H 2.3174 0.7204 4.2750 0.0 0.0 0.0
H 2.1654 -0.9164 2.2570 0.0 0.0 0.0
H 0.2835 -3.5414 0.4162 0.0 0.0 0.0
H 1.0131 -3.8525 2.0030 0.0 0.0 0.0
H 1.9028 -2.9377 0.7864 0.0 0.0 0.0
H -1.7131 -2.5974 1.5505 0.0 0.0 0.1
C 0.3918 -5.2070 -2.9011 0.0 0.0 0.0
O 0.1686 -3.9314 -2.3137 0.1 0.0 0.0
C 0.6742 -2.8573 -2.9524 -0.1 0.0 0.0
C 1.4036 -2.8872 -4.1293 0.0 -0.1 0.0
C 1.9256 -1.7151 -4.6795 0.0 0.0 0.0
C 1.7032 -0.4980 -4.0795 -0.1 0.1 -0.1
C 0.9259 -0.4387 -2.9158 0.1 -0.1 0.2
C 0.6333 0.8533 -2.3006 -0.2 0.3 -0.7
N -0.4102 1.0275 -1.5232 0.5 -0.1 0.2
N -0.8805 2.2562 -1.1648 0.0 -0.1 0.0
C -1.1946 2.1859 0.0962 -0.1 0.0 0.1
O -0.8650 1.1040 0.7947 0.3 -0.1 -0.2
C -1.8928 3.2666 0.7967 0.1 0.0 0.0
C -2.6844 4.1663 0.0893 0.0 0.1 0.0
C -3.3223 5.1930 0.7654 0.0 0.0 0.0
C -3.1617 5.3269 2.1378 0.0 0.0 0.0
C -2.3651 4.4337 2.8424 0.0 0.0 0.0
C -1.7317 3.3992 2.1746 -0.1 0.0 0.0
C 0.4555 -1.6202 -2.3183 0.0 0.1 0.0
O -0.0854 -1.5881 -1.0859 0.5 0.3 0.2
H -0.0596 -5.9277 -2.2266 0.0 0.0 0.0
H 1.4597 -5.4143 -2.9973 0.0 0.0 0.0
H -0.0873 -5.2754 -3.8799 0.0 0.0 0.0
H 1.5937 -3.8296 -4.6219 0.0 0.0 0.0
H 2.5000 -1.7698 -5.5935 0.0 0.0 0.0
H 2.0797 0.4136 -4.5257 0.0 0.0 0.0
H 1.1671 1.7359 -2.6560 0.0 0.0 -0.1
H -2.7986 4.0555 -0.9803 0.0 0.0 0.0
H -3.9454 5.8887 0.2204 0.0 0.0 0.0
H -3.6579 6.1320 2.6636 0.0 0.0 0.0
H -2.2369 4.5476 3.9105 0.0 0.0 0.0
H -1.1031 2.6963 2.7050 0.0 0.0 0.0
Cl 7.0473 3.3549 -1.1465 0.0 0.0 0.0
C 5.5033 2.7495 -0.6735 -0.1 -0.1 0.0
C 4.5929 3.6283 -0.0565 0.0 0.1 0.0
C 3.3528 3.2045 0.3449 0.0 -0.1 -0.1
Cl 2.2479 4.2796 1.1054 0.0 0.0 0.0
C 2.9482 1.8652 0.1269 0.0 0.1 0.0
O 1.7736 1.4783 0.5248 -0.2 -0.2 0.0
C 3.8772 0.9977 -0.4914 -0.1 -0.2 0.0
C 3.5575 -0.3746 -0.6446 0.0 0.1 0.1
O 2.4549 -0.9041 -0.3788 -0.1 0.0 -0.2
C 5.1618 1.4448 -0.8808 0.0 0.2 0.0
H 4.8829 4.6581 0.1047 0.0 0.0 0.0
H 4.3498 -1.0446 -0.9905 0.0 0.0 0.0
H 5.8583 0.7567 -1.3411 0.0 0.0 0.0
```
Forces are in eV/Å.

Mulliken atomic charge list, values in e, 2 entries:
1. W 2.163
2. C -1.789

***

# 3
Entry from the Open Molecules 2025 dataset: one molecule with the formula C2H5N3O2 at a distorted geometry (wB97M-V/def2-TZVPD).

Calculated values
**Molar mass**: 103.08 g mol⁻¹
**Structure (SMILES)**: N/N=C/N(O)C=O
**Kohn-Sham gap**: 9.440 eV

```
12
Properties=species:S:1:pos:R:3:forces:R:3
N -0.4345 -2.2682 1.7692 -0.2 -0.2 0.5
N 0.0909 -1.3866 0.8741 -0.5 0.9 -0.1
C -0.5955 -0.3682 0.6286 0.3 2.0 -2.7
N 0.0769 0.5337 -0.2889 1.0 -3.7 3.3
O 1.3744 0.1796 -0.5393 0.4 0.5 -0.5
C -0.5013 1.4816 -0.9136 0.2 4.6 -6.0
O -0.0513 2.1395 -1.9130 -1.0 -1.8 3.3
H 0.4151 -2.6633 2.1085 0.0 -1.0 1.1
H -0.9032 -1.7111 2.4842 0.1 -0.8 0.3
H -1.6540 -0.0758 0.8059 0.9 -0.5 0.4
H 1.5200 -0.5800 0.0632 -0.2 0.1 -0.2
H -1.5150 1.6451 -0.6139 -0.9 0.1 0.6
```
Forces are in eV/Å.

Mulliken atomic charge list, values in e, 2 entries:
1. N -0.635
2. N -0.174

***

# 4
Entry from the Open Molecules 2025 dataset: C6H6N2O as an isolated structure at a distorted geometry (wB97M-V/def2-TZVPD).

Calculated values
**Molar mass**: 122.13 g mol⁻¹
**Kohn-Sham gap**: 10.078 eV

```
15
Properties=species:S:1:pos:R:3:forces:R:3
C -2.8650 1.2728 -0.4941 -2.2 1.1 0.9
C -2.1928 0.3856 -0.0583 1.1 0.1 -0.6
C 2.3032 -0.6443 -0.5569 1.3 -1.9 0.8
C 1.7273 0.3086 -1.3747 0.8 1.8 -1.0
C 1.2374 -1.1445 0.1250 -0.5 0.5 1.7
C -1.1498 -0.4148 0.4711 0.9 0.2 5.0
N 0.4574 0.5278 -1.1224 -0.6 0.1 0.2
N 0.1407 -0.3511 -0.1110 0.6 -0.7 -1.9
O -0.8964 0.2317 2.1268 0.0 0.0 -3.0
H -3.7108 1.9719 -0.3850 1.1 -0.6 -0.8
H 3.3800 -0.9647 -0.4202 -1.7 0.4 -0.5
H 2.3234 0.8950 -2.0970 -1.0 -0.2 0.3
H 1.1898 -1.8262 0.9399 0.0 -0.5 0.3
H -1.4952 -1.3365 1.0269 0.8 0.5 -1.7
H -0.4492 1.0889 1.9300 -0.5 -0.8 0.2
```
Forces are in eV/Å.

Mulliken atomic charge list, values in e, 2 entries:
1. C 0.101
2. C -0.435

***

# 5
Entry from the Open Molecules 2025 dataset: a 2-piece molecular cluster, C3H8N2O2 overall at a distorted geometry (wB97M-V/def2-TZVPD).

Calculated values
**Molar mass**: 104.11 g mol⁻¹
**Kohn-Sham gap**: 2.992 eV

```
15
Properties=species:S:1:pos:R:3:forces:R:3
O 2.2866 -1.2495 -0.8893 0.2 0.6 -0.5
C 1.6553 -0.2564 -0.5430 -1.5 -1.3 1.2
N -2.0973 -0.4555 -0.1086 0.6 -0.4 -0.6
C -3.0158 -0.1404 0.9126 0.9 0.5 1.3
O -3.2242 -1.3331 1.7405 -0.2 0.1 -1.0
C 2.2506 1.0476 -0.4431 3.5 0.1 0.6
N 3.6328 1.0458 -0.7242 -2.7 -0.7 -1.1
H -2.5184 -0.7035 -1.0076 -0.4 0.3 0.2
H -2.4413 0.4948 1.6050 -0.4 0.4 -0.1
H -3.9713 0.3530 0.6869 0.0 -0.4 -0.3
H -2.8426 -1.9927 1.1423 -0.1 -0.4 0.4
H 1.9467 1.7769 0.2897 -0.8 0.6 -0.6
H 0.6329 -0.3721 -0.1469 0.0 0.2 -0.2
H 3.7388 0.0875 -1.0790 0.7 0.0 -0.1
H 3.9673 1.6978 -1.4355 0.1 0.4 0.8
```
Forces are in eV/Å.

Mulliken atomic charge list, values in e, 2 entries:
1. O -0.540
2. C 0.243